[1]
A cluster of 11 separate species, C4H29BF4NO10 in total, computed with wB97M-V/def2-TZVPD.

```
49
Properties=species:S:1:pos:R:3:lowdin_charge:R:1
B -12.418 23.395 -10.584 -1.405
F -13.646 23.204 -9.932 0.151
F -12.022 22.248 -11.231 0.157
F -12.541 24.394 -11.512 0.158
F -11.512 23.732 -9.623 0.155
C -16.164 18.334 -10.697 -0.086
C -16.019 19.739 -11.100 -0.458
C -17.034 20.612 -10.383 -0.146
O -16.676 22.011 -10.133 -0.214
C -16.812 22.989 -11.110 -0.110
N -14.656 20.134 -10.719 0.066
H -17.216 18.079 -10.829 0.082
H -15.731 17.991 -9.757 0.099
H -15.740 17.707 -11.481 0.077
H -16.225 19.848 -12.164 0.134
H -17.057 20.144 -9.399 0.122
H -17.990 20.536 -10.901 0.122
H -16.111 22.732 -11.904 0.090
H -16.506 23.994 -10.819 0.084
H -17.870 23.069 -11.359 0.083
H -14.059 19.405 -11.082 0.094
H -14.382 21.004 -11.153 0.084
O -8.986 23.755 -10.920 -0.050
H -9.822 23.604 -10.479 -0.007
H -8.935 24.705 -11.020 0.029
O -15.343 23.758 -7.805 -0.041
H -15.914 24.168 -7.155 0.063
H -15.698 24.040 -8.648 0.039
O -13.336 25.879 -8.971 -0.039
H -12.789 25.256 -9.451 -0.014
H -12.826 26.095 -8.190 0.035
O -12.953 23.013 -7.140 -0.066
H -12.176 23.562 -7.244 0.021
H -13.674 23.634 -7.041 -0.009
O -12.453 26.865 -12.697 -0.053
H -13.126 27.483 -12.412 0.031
H -12.583 26.096 -12.143 -0.014
O -11.892 22.462 -13.997 -0.042
H -11.688 22.179 -13.105 0.019
H -11.192 23.076 -14.220 0.050
O -14.666 21.105 -8.231 -0.086
H -15.253 21.858 -8.303 -0.024
H -14.739 20.662 -9.076 -0.054
O -11.863 21.140 -8.490 -0.051
H -11.302 20.473 -8.886 0.032
H -11.888 21.846 -9.135 -0.019
O -14.132 24.134 -13.969 -0.067
H -13.319 23.722 -14.263 -0.017
H -13.858 24.740 -13.281 -0.006
```

Output
Net charge ... -1
Orbital gap ... 8.521 eV

[2]
A cluster of 10 separate species, C4H29N2O10S in total, computed with wB97M-V/def2-TZVPD.

```
46
Properties=species:S:1:pos:R:3:lowdin_charge:R:1
N -1.270 1.643 -1.820 0.211
C -0.134 1.564 -0.858 -0.192
C -0.488 0.549 0.205 -0.208
C 0.130 0.801 1.601 -0.563
S -1.034 0.706 2.978 0.744
C 1.150 1.182 -1.613 -0.491
N 2.264 0.957 -0.928 0.233
O 1.029 1.145 -2.836 0.046
H -0.994 2.195 -2.629 0.166
H -2.136 1.913 -1.325 0.140
H -1.624 0.703 -2.095 0.124
H -0.027 2.568 -0.431 0.167
H -0.140 -0.434 -0.081 0.092
H -1.553 0.510 0.371 0.066
H 0.934 0.069 1.727 0.047
H 0.628 1.770 1.746 0.024
H -1.016 -0.594 3.359 -0.144
H 3.159 1.004 -1.387 0.143
H 2.292 0.844 0.075 0.079
H -4.567 2.023 -0.217 0.061
H -3.987 1.496 1.083 0.050
O -3.736 1.762 0.195 -0.042
H 1.047 -1.911 -1.936 0.010
H 1.810 -0.823 -2.776 0.031
O 1.910 -1.507 -2.106 -0.059
H 4.339 1.031 2.616 0.051
H 3.444 -0.032 2.038 0.021
O 3.948 0.750 1.781 -0.053
H -0.298 -4.008 -1.676 0.079
H -0.132 -3.053 -0.476 0.034
O -0.414 -3.101 -1.394 -0.029
H 2.064 3.840 2.596 0.062
H 2.401 3.719 1.178 0.055
O 1.716 3.422 1.794 -0.063
H 2.872 -2.167 -0.448 0.039
H 3.524 -2.502 0.943 0.071
O 2.762 -2.106 0.513 -0.047
H -1.669 -1.686 -1.835 0.024
H -2.969 -1.250 -1.055 0.015
O -2.241 -0.948 -1.609 -0.049
H 0.174 -3.052 2.287 0.063
H 1.197 -2.457 1.328 -0.026
O 0.316 -2.337 1.661 -0.049
H -4.850 -0.676 0.128 0.035
H -5.277 -1.960 -0.580 0.064
O -4.553 -1.564 -0.092 -0.028
```

Output
Net charge ... +1
ΔE to the lowest compared entry with this formula, charge and spin ... 29.1 kcal per mole
Orbital gap ... 9.063 eV

[3]
A cluster of 11 separate species, C4H29N2O11S in total, computed with wB97M-V/def2-TZVPD.

```
47
Properties=species:S:1:pos:R:3:lowdin_charge:R:1
O 3.942 -1.065 -2.035 0.043
C 3.211 -0.098 -1.990 -0.520
N 3.615 0.974 -1.262 0.040
C 2.702 2.073 -0.983 -0.202
N 2.232 1.913 0.486 0.032
C 1.776 -0.189 -2.477 -0.207
C 0.696 -0.327 -1.390 -0.640
S -0.539 -1.660 -1.820 0.417
H 4.539 0.992 -0.932 0.123
H 1.780 1.908 -1.669 0.108
H 3.288 3.020 -1.265 0.132
H 1.481 2.598 0.664 0.040
H 1.771 1.051 0.702 0.011
H 1.552 0.628 -3.194 0.114
H 1.730 -1.043 -3.225 0.109
H 1.075 -0.822 -0.439 0.018
H 0.266 0.623 -1.303 -0.011
H -1.622 1.478 -1.586 -0.052
H -1.160 2.814 -1.079 0.068
O -1.471 2.328 -1.906 -0.043
H -3.136 -2.761 0.998 0.038
H -1.658 -2.713 0.501 -0.003
O -2.283 -2.419 1.187 -0.066
H -2.935 -1.421 -2.956 -0.047
H -3.020 -0.161 -2.457 -0.057
O -3.598 -0.867 -2.567 -0.082
H 0.635 -2.601 3.175 0.017
H -0.115 -1.930 1.871 0.096
O -0.063 -2.027 2.943 -0.102
H -1.219 3.309 2.394 -0.004
H -1.123 2.480 1.106 -0.026
O -0.680 3.042 1.718 -0.002
H -1.745 -1.684 3.505 0.036
H -2.618 -0.526 2.872 -0.086
O -2.414 -0.928 3.651 -0.082
H -2.699 -0.275 0.693 0.103
H -1.130 -0.077 0.799 -0.033
O -1.916 0.370 0.772 -0.066
H 3.373 -0.436 0.674 -0.049
H 1.931 -0.913 1.044 0.050
O 2.907 -1.159 0.921 -0.039
H -3.308 2.215 0.344 -0.035
H -3.484 1.564 1.630 0.089
O -3.866 2.381 1.081 -0.093
H 0.575 -3.304 -0.362 0.030
H 1.773 -2.938 0.528 -0.014
O 0.952 -3.420 0.638 -0.156
```

Output
Net charge ... -1
ΔE to the lowest compared entry with this formula, charge and spin ... 77.1 kcal per mole
Orbital gap ... 7.240 eV

[4]
A cluster of 10 separate species, C4H29N3O10 in total, computed with wB97M-V/def2-TZVPD.

```
46
Properties=species:S:1:pos:R:3:lowdin_charge:R:1
N 3.056 -1.178 0.566 0.026
C 2.688 -0.934 -0.848 -0.261
C 2.347 0.534 -1.202 -0.227
N 1.384 1.186 -0.285 -0.093
C 0.158 0.393 -0.071 -0.119
C -0.917 1.207 0.620 -0.443
N -0.680 2.352 1.292 0.224
O -2.089 0.781 0.598 -0.043
H 3.474 -0.352 0.952 0.062
H 2.278 -1.481 1.057 -0.023
H 3.566 -1.245 -1.455 0.103
H 1.821 -1.628 -1.092 0.116
H 2.072 0.571 -2.271 0.106
H 3.284 1.190 -1.109 0.134
H 1.141 2.148 -0.739 0.115
H 0.472 -0.514 0.545 0.115
H -0.280 -0.055 -1.014 0.124
H -1.425 2.790 1.776 0.117
H 0.285 2.633 1.546 0.096
O -2.086 -0.854 2.773 -0.018
H -1.954 -1.624 2.343 -0.041
H -2.226 -0.214 1.989 0.060
O 1.736 1.966 2.469 -0.052
H 2.086 1.631 1.683 -0.030
H 1.343 1.203 2.869 -0.023
O 0.611 -2.514 1.787 -0.022
H -0.189 -2.850 1.379 -0.002
H 0.953 -3.208 2.253 0.031
O -1.269 1.986 -3.735 -0.063
H -1.378 1.049 -3.511 -0.010
H -2.024 2.313 -4.250 0.069
O 0.496 -0.274 3.294 -0.103
H 0.697 -1.056 2.779 -0.026
H -0.537 -0.310 3.361 0.068
O -1.637 -0.622 -3.270 -0.016
H -2.036 -0.859 -2.438 -0.013
H -0.817 -1.048 -3.293 0.029
O 0.052 3.290 -1.802 -0.019
H -0.589 3.824 -1.405 0.020
H -0.374 2.876 -2.526 -0.032
O -1.597 -3.350 0.529 -0.086
H -1.351 -4.072 -0.121 0.102
H -1.934 -2.563 0.033 0.006
O -2.610 -1.295 -0.863 -0.090
H -3.569 -1.378 -0.895 0.089
H -2.432 -0.444 -0.299 0.045
```

Output
Net charge ... 0
ΔE to the lowest compared entry with this formula, charge and spin ... 22.8 kcal per mole
Orbital gap ... 9.104 eV
SMILES ... NCCNCC(N)=O.O.O.O.O.O.O.O.O.O

Number 1: HOMO -0.20984 hartree, F_max 2.5 eV Å⁻¹. Number 2: HOMO -0.42079 hartree, F_max 1.6 eV Å⁻¹. Number 3: HOMO -0.17025 hartree, F_max 6.0 eV Å⁻¹. Number 4: HOMO -0.33304 hartree, F_max 5.4 eV Å⁻¹.